Record 1
# C44H38FeN7O6Te

A molecular structure, C44H38FeN7O6Te (the ωB97M-V functional and the def2-TZVPD basis, OMol25).

```
97
Properties=species:S:1:pos:R:3:lowdin_spin:R:1
Te -3.245 1.442 0.003 0.5960
Fe -0.533 -1.747 1.711 3.6934
O -1.361 0.314 2.748 0.0279
O 4.400 -0.401 1.343 0.0003
O -0.245 -5.459 3.198 0.0156
O -0.674 -3.790 1.742 0.0647
O -1.844 1.144 4.780 0.0021
O 1.402 -1.415 1.825 0.0706
N -1.610 0.674 -3.944 0.0001
N -1.317 -1.765 -2.460 0.0112
N -1.129 1.847 -4.062 0.0008
N -1.052 -2.099 3.707 0.0294
N -0.637 -0.244 -4.111 0.0017
N -1.183 -1.705 -0.284 0.0259
N 2.627 1.058 2.860 0.0044
C 2.906 0.120 3.757 0.0049
C -1.486 -2.795 6.316 0.0050
C 3.477 0.304 0.667 0.0003
C -0.413 5.109 -1.352 0.0554
C 3.763 -3.340 4.613 0.0026
C 2.796 0.927 -4.794 -0.0001
C -1.380 3.762 0.381 0.0406
C -1.402 -1.167 4.590 0.0077
C -0.929 -1.635 -3.848 0.0004
C 2.895 -1.279 3.666 0.0034
C -0.490 -1.863 -1.392 0.0089
C 1.504 1.865 -0.561 0.0004
C -4.543 1.507 -1.643 0.0444
C -0.575 -4.333 2.908 0.0067
C -5.132 0.883 -3.872 -0.0002
C 2.384 -3.413 2.614 0.0034
C 5.348 -1.163 0.600 0.0000
C 2.210 -2.009 2.645 0.0084
C 2.533 1.011 1.436 0.0000
C 0.215 1.743 -4.328 0.0001
C -1.529 0.164 3.946 0.0040
C -6.553 2.363 -2.611 0.0020
C -1.055 4.350 -2.324 -0.0044
C 3.135 -4.049 3.567 0.0003
C -2.600 -1.591 -1.999 0.0509
C -4.256 0.795 -2.801 0.0061
C -2.505 -1.549 -0.648 0.0518
C -6.277 1.659 -3.774 0.0002
C -2.034 3.008 -0.597 0.0617
C -0.580 4.821 -0.003 -0.0010
C -1.130 -3.760 5.385 -0.0010
C 2.470 2.300 -4.765 0.0003
C 3.627 -1.985 4.663 0.0016
C 0.971 -2.104 -1.493 0.0013
C 2.438 1.180 -1.324 0.0004
C -1.878 3.302 -1.955 0.0437
C 3.414 0.402 -0.721 0.0002
C 1.855 -0.057 -4.593 0.0003
C -1.634 -1.462 5.919 0.0011
C -5.683 2.297 -1.534 0.0195
C -0.930 -3.369 4.063 0.0072
C 1.186 2.729 -4.537 -0.0003
C 1.564 1.780 0.819 0.0004
C 0.550 0.385 -4.357 0.0000
H 0.217 5.936 -1.648 0.0029
H 0.855 2.307 1.434 0.0002
H 5.991 -0.513 0.006 0.0000
H -7.444 2.970 -2.540 0.0002
H -0.037 -2.225 -4.057 0.0000
H -6.957 1.721 -4.611 0.0001
H 4.842 -1.885 -0.045 0.0000
H 3.224 -5.126 3.531 0.0000
H 2.116 -1.103 -4.640 0.0000
H 2.424 1.262 -2.403 0.0000
H -1.008 -4.802 5.640 0.0001
H -3.298 -1.517 0.080 0.0037
H 0.753 2.475 -1.038 0.0002
H 4.104 -1.415 5.450 0.0001
H 1.166 -3.035 -2.026 0.0003
H -3.433 -1.521 -2.672 0.0010
H -0.920 4.580 -3.371 -0.0010
H 3.818 0.641 -4.997 0.0000
H -1.923 -0.693 6.618 0.0003
H -3.352 0.206 -2.884 0.0006
H -1.922 1.982 4.284 0.0001
H -5.902 2.855 -0.633 0.0062
H 3.253 3.023 -4.942 0.0000
H -1.748 -1.990 -4.474 0.0000
H 5.944 -1.693 1.339 0.0000
H 1.470 -1.284 -2.014 0.0005
H 4.141 -0.109 -1.333 0.0000
H 3.203 0.535 4.716 0.0002
H 0.924 3.777 -4.531 -0.0001
H -1.660 -3.069 7.347 0.0002
H 2.634 2.003 3.226 0.0001
H -4.913 0.348 -4.786 0.0001
H -1.509 3.530 1.432 0.0017
H -0.087 5.427 0.743 -0.0009
H 4.333 -3.869 5.361 0.0001
H 1.855 -3.973 1.856 -0.0001
H 1.389 -2.179 -0.493 0.0000
H -2.389 2.722 -2.712 0.0007
```

Properties
2S+1   6
Total charge   +2
LUMO energy (spin up / spin down)   -5.124 / -7.999 eV
ΔE to the lowest compared entry with this formula, charge and spin   54.39 kJ/mol
Total energy   -4065.4942 Eh
HOMO energy (spin up / spin down)   -12.7 / -12.8 eV



Record 2
# C44H38IrN4OS3

A molecular structure, C44H38IrN4OS3 in a non-equilibrium geometry (the ωB97M-V functional and the def2-TZVPD basis, OMol25).

```
91
Properties=species:S:1:pos:R:3:lowdin_spin:R:1
Ir 2.325 0.158 1.179 0.5539
S -1.693 -0.156 -0.795 0.0001
S -0.754 -0.780 1.712 0.0196
S 0.408 1.805 -1.202 -0.0026
O 2.806 2.613 -1.459 0.1102
N -1.921 -0.821 0.623 0.0060
N 0.438 0.049 1.362 0.0523
N 3.336 1.181 0.234 0.1880
N -1.120 1.258 -0.816 -0.0009
C -2.629 -0.910 3.696 0.0003
C 0.560 -5.001 2.545 0.0001
C -0.603 4.883 1.162 0.0002
C 3.345 -1.348 1.932 -0.0079
C 0.290 1.959 -2.966 0.0000
C -3.439 0.233 -2.790 0.0000
C 1.215 1.270 -3.734 0.0002
C -5.683 -0.009 -1.147 0.0000
C 0.109 2.092 -5.703 0.0000
C 3.507 -2.538 1.213 0.0057
C -4.707 0.380 -3.322 0.0000
C -0.740 2.699 -3.536 -0.0001
C 5.086 2.538 -0.715 0.0037
C 0.165 3.471 -0.598 0.0003
C -5.824 0.260 -2.500 0.0000
C -0.339 -2.457 2.055 0.0027
C -1.552 -0.200 3.175 0.0035
C -3.220 -0.447 4.857 0.0002
C -1.595 -2.348 -2.440 0.0000
C 3.890 -1.225 3.216 0.0038
C 4.730 -3.468 3.057 0.0070
C 0.587 4.562 -1.341 0.0004
C 0.273 -2.729 3.274 0.0007
C 0.721 -4.017 3.514 0.0002
C -0.926 -3.344 -3.132 -0.0001
C -1.055 0.946 3.773 0.0001
C 1.190 -2.382 -2.508 -0.0001
C -0.215 5.991 0.421 0.0001
C -0.852 -1.362 -1.798 0.0000
C 0.383 5.831 -0.821 0.0001
C -1.664 1.399 4.936 0.0001
C -0.053 -4.709 1.335 0.0000
C 4.576 -2.291 3.777 0.0001
C 3.645 2.130 -0.707 0.0515
C -0.511 -3.426 1.077 0.0003
C 1.118 1.342 -5.117 0.0001
C -2.735 0.703 5.474 -0.0002
C 0.462 -3.358 -3.173 0.0000
C -0.414 3.607 0.655 -0.0001
C -0.820 2.767 -4.916 0.0001
C 0.538 -1.378 -1.810 -0.0008
C -4.420 -0.170 -0.594 0.0002
C -3.323 -0.048 -1.432 0.0000
C 4.198 -3.594 1.778 -0.0011
H 4.337 -4.513 1.223 -0.0003
H -0.186 -5.484 0.592 0.0000
H -6.812 0.379 -2.923 0.0000
H -6.557 -0.096 -0.517 0.0000
H -1.004 -3.190 0.144 0.0000
H 0.393 -1.955 4.022 0.0000
H 2.007 0.701 -3.266 0.0000
H 5.004 -2.200 4.767 -0.0002
H -1.601 3.354 -5.380 0.0000
H 1.839 0.823 -5.734 0.0000
H 3.773 -0.304 3.773 0.0003
H 3.083 -2.633 0.220 -0.0001
H 0.977 -4.136 -3.721 0.0000
H -2.561 0.337 -3.417 0.0000
H 1.115 -0.649 -1.258 -0.0012
H 1.189 -4.253 4.460 0.0000
H -3.199 1.055 6.386 0.0000
H -1.294 2.291 5.423 0.0000
H 5.315 3.077 0.206 0.0026
H -4.055 -0.983 5.287 0.0000
H 0.695 6.695 -1.392 0.0000
H -1.056 5.011 2.135 0.0000
H 5.730 1.660 -0.751 0.0010
H 0.045 2.156 -6.781 0.0000
H 5.274 -4.295 3.494 0.0003
H -2.676 -2.348 -2.400 0.0000
H -4.288 -0.383 0.456 0.0001
H -2.995 -1.804 3.205 0.0000
H 1.069 4.431 -2.299 0.0000
H 0.909 -6.006 2.740 0.0000
H 2.272 -2.401 -2.528 0.0000
H -0.207 1.459 3.341 -0.0003
H -1.494 -4.114 -3.638 0.0000
H -1.464 3.209 -2.912 0.0000
H 5.266 3.184 -1.570 -0.0002
H -0.382 6.986 0.813 0.0000
H -4.826 0.589 -4.376 0.0000
H -0.729 2.737 1.214 0.0000
```

Properties
2S+1   2
Total charge   +2
LUMO energy (spin up / spin down)   -5.969 / -6.177 eV
ΔE to the lowest compared entry with this formula, charge and spin   65.40 kJ/mol
Total energy   -3291.8720 Eh
HOMO energy (spin up / spin down)   -13.1 / -13.8 eV



Record 3
# C44H38N2O2P2PdS

A molecular structure, C44H38N2O2P2PdS (the ωB97M-V functional and the def2-TZVPD basis, OMol25).

```
90
Properties=species:S:1:pos:R:3:lowdin_spin:R:1
Pd 0.004 0.226 -0.083 1.2023
S -0.335 0.209 2.407 0.1038
P -1.569 2.210 0.275 0.1906
P -1.182 -1.849 0.092 0.1624
O 0.577 0.798 3.386 0.0777
O -0.240 0.309 -2.362 0.0707
N 2.165 -0.334 -0.011 0.1139
N 1.873 0.634 -3.053 0.0077
C -0.743 4.378 1.824 0.0098
C -0.365 -1.934 4.099 0.0051
C 0.141 -3.964 -3.250 0.1056
C -1.264 -4.092 3.512 0.0043
C -2.944 -1.877 -0.303 0.0247
C -0.482 3.554 0.727 0.0414
C -2.745 2.720 -0.961 0.1891
C 0.159 2.134 -3.882 0.0034
C -3.823 -1.530 0.731 0.0206
C -3.894 1.138 4.090 0.0136
C -4.822 -2.167 -1.788 0.0004
C 1.531 4.790 0.248 -0.0005
C -4.463 1.989 3.153 -0.0001
C -2.534 1.730 1.724 0.0356
C -0.388 -2.966 -2.364 0.3106
C 4.115 -0.297 1.389 0.0044
C -1.441 -3.677 2.198 0.0063
C -3.454 -2.188 -1.566 0.0269
C -1.985 0.857 2.671 0.0227
C -4.717 2.186 -2.259 0.0216
C -3.607 4.371 -2.477 0.0613
C -0.576 -1.522 2.795 0.0107
C -2.648 3.993 -1.575 0.0439
C -1.054 -2.392 1.812 0.0220
C -4.643 3.470 -2.826 0.2099
C 2.963 -0.470 -1.091 0.0125
C -2.647 0.571 3.854 0.0061
C 0.749 -5.076 -2.742 0.0473
C 2.745 -0.252 1.200 0.0082
C 1.262 5.616 1.334 0.0177
C 0.666 3.752 -0.052 0.0228
C 4.933 -0.426 0.283 -0.0013
C -0.698 -3.237 4.450 -0.0004
C 4.340 -0.519 -0.968 0.0061
C 0.279 -4.215 -0.451 0.1612
C -3.768 1.799 -1.352 0.0895
C -5.690 -1.827 -0.757 0.0278
C 0.838 -5.203 -1.343 0.3148
C 0.132 5.411 2.118 0.0077
C 2.345 -0.612 -2.461 0.0082
C 0.582 0.973 -3.038 0.0126
C -3.787 2.292 1.978 0.0166
C -0.381 -3.125 -0.953 0.0620
C -5.189 -1.510 0.500 -0.0014
H 2.414 4.958 -0.353 -0.0003
H -1.863 4.679 -1.283 0.0000
H -3.592 5.362 -2.910 0.0010
H -4.413 0.922 5.014 0.0008
H -4.224 2.991 1.276 0.0014
H 4.514 -0.223 2.391 0.0006
H -2.202 -0.080 4.595 0.0002
H 0.062 1.808 -4.920 -0.0001
H -5.212 -2.436 -2.760 -0.0003
H -0.808 2.500 -3.548 0.0002
H -1.560 -5.092 3.801 0.0004
H -3.798 0.809 -0.910 0.0011
H -1.884 -4.354 1.476 0.0001
H 1.155 -5.840 -3.391 -0.0011
H 3.081 -1.050 -3.132 0.0002
H -2.808 -2.478 -2.384 0.0056
H 6.010 -0.456 0.385 0.0001
H -1.620 4.218 2.440 0.0002
H 0.894 2.939 -3.860 0.0011
H -5.389 3.779 -3.549 0.0082
H -0.770 -2.047 -2.797 0.0093
H 2.113 -0.125 2.064 0.0007
H -6.759 -1.833 -0.930 0.0013
H -5.428 2.440 3.345 0.0003
H -5.867 -1.270 1.309 -0.0005
H 0.873 3.097 -0.895 0.0042
H 0.388 -4.369 0.615 0.0047
H 2.509 1.165 -3.631 0.0003
H -3.449 -1.311 1.723 0.0008
H 1.941 6.423 1.575 0.0007
H 1.491 -1.285 -2.404 0.0045
H -0.067 6.060 2.960 0.0005
H -0.538 -3.576 5.466 0.0001
H 1.318 -6.074 -0.908 0.0116
H -5.515 1.514 -2.545 -0.0016
H 0.057 -3.814 -4.319 0.0018
H 0.048 -1.243 4.825 0.0005
H 4.950 -0.635 -1.855 0.0010
```

Properties
2S+1   5
Total charge   +4
LUMO energy (spin up / spin down)   -10.940 / -14.721 eV
ΔE to the lowest compared entry with this formula, charge and spin   33.84 kJ/mol
Total energy   -3166.7699 Eh
HOMO energy (spin up / spin down)   -18.1 / -18.7 eV



> Which value of ΔE to the lowest compared entry with this formula, charge and spin does entry 2 give?

65.40 kJ/mol



> Look up the total energy of the third one.

-3166.7699 Eh